w) Computed, not measured: a single C4H3N3 molecule, with ωB97M-V/def2-TZVPD.

Cartesian coordinates (Å):
N1 1.698 2.324 0.201
C1 0.907 1.428 0.122
C2 0.015 0.290 0.206
C3 0.550 -1.021 0.379
N2 1.075 -2.140 0.324
C4 -1.361 0.325 -0.270
N3 -1.968 -0.877 -0.740
H1 -1.790 1.377 -0.243
H2 -1.584 -1.724 -0.137
H3 -2.925 -0.935 -0.741

The total charge is 0. The SMILES is N#CC(C#N)=CN. The gap between HOMO and LUMO is 8.75 eV.



x) Computed, not measured: a single C4H3N3 molecule, with ωB97M-V/def2-TZVPD.

Cartesian coordinates (Å):
N1 -1.222 -1.405 -2.254
C1 -1.390 -0.723 -1.333
C2 -1.008 0.149 -0.280
N2 -1.128 0.024 1.031
C3 0.130 0.217 1.513
C4 1.033 0.400 0.491
N3 0.330 0.434 -0.645
H1 0.382 0.154 2.559
H2 2.106 0.409 0.483
H3 0.768 0.340 -1.564

The total charge is 0. The SMILES is N#Cc1ncc[nH]1. The gap between HOMO and LUMO is 9.81 eV.



y) Computed, not measured: a 2-piece molecular cluster, C4H3N3 overall, with ωB97M-V/def2-TZVPD.

Cartesian coordinates (Å):
N1 -1.256 1.907 0.284
C1 -1.834 2.939 0.282
C2 0.587 0.808 1.065
N2 1.595 0.831 1.637
C3 1.049 -1.737 -0.545
C4 0.004 -1.951 -1.108
N3 -0.598 0.746 0.418
H1 1.960 -1.529 -0.025
H2 -0.921 -2.163 -1.600
H3 -0.586 0.150 -0.408

The total charge is 0. The gap between HOMO and LUMO is 11.30 eV.



z) Computed, not measured: a single C4H3N3 molecule, with ωB97M-V/def2-TZVPD.

Cartesian coordinates (Å):
N1 2.698 0.552 -0.851
C1 1.985 -0.300 -0.558
C2 1.236 -1.336 0.033
N2 -0.017 -1.269 0.377
C3 -1.131 -0.409 0.274
C4 -1.334 0.877 0.216
N3 -1.504 2.054 0.227
H1 1.935 -2.081 0.284
H2 -2.144 -0.820 0.459
H3 -1.725 2.733 -0.461

The total charge is 0. The SMILES is N#C/C=N\C=C=N. The gap between HOMO and LUMO is 8.55 eV.



It is x) that is the most stable of them.



w) Computed, not measured: a 7-piece molecular cluster, C7H21N7O14 overall, with ωB97M-V/def2-TZVPD.

Cartesian coordinates (Å):
C1 -1.691 -3.826 13.262
N1 -0.702 -3.296 12.274
O1 -0.532 -3.960 11.258
O2 -0.160 -2.200 12.513
H1 -1.667 -3.076 14.054
H2 -1.367 -4.769 13.702
H3 -2.632 -3.866 12.713
C2 3.317 3.263 2.481
N2 2.050 2.567 2.794
O3 2.140 1.380 3.157
O4 1.017 3.142 2.665
H4 3.632 3.868 3.331
H5 3.139 3.919 1.629
H6 3.970 2.430 2.218
C3 -2.925 -5.688 5.161
N3 -2.333 -4.387 5.533
O5 -2.971 -3.429 5.963
O6 -1.124 -4.385 5.440
H7 -3.368 -6.058 6.086
H8 -2.188 -6.346 4.701
H9 -3.827 -5.444 4.601
C4 4.715 0.994 13.063
N4 5.103 -0.426 12.976
O7 4.495 -1.194 13.704
O8 6.082 -0.742 12.320
H10 5.149 1.593 12.263
H11 5.028 1.332 14.052
H12 3.626 1.025 13.026
C5 3.875 -2.592 7.745
N5 5.321 -2.976 7.558
O9 5.592 -4.172 7.387
O10 6.129 -2.058 7.410
H13 3.270 -3.495 7.664
H14 3.743 -1.901 6.913
H15 3.756 -2.164 8.741
C6 8.190 3.428 6.162
N6 7.387 4.504 6.835
O11 7.933 5.575 6.923
O12 6.253 4.291 7.242
H16 7.518 2.974 5.434
H17 8.581 2.690 6.862
H18 9.012 3.884 5.611
C7 7.649 -9.014 4.520
N7 8.184 -8.636 3.200
O13 9.330 -8.207 3.167
O14 7.335 -8.676 2.305
H19 7.630 -10.094 4.667
H20 6.634 -8.635 4.637
H21 8.290 -8.457 5.202

The total charge is 0. The SMILES is C[N+](=O)[O-].C[N+](=O)[O-].C[N+](=O)[O-].C[N+](=O)[O-].C[N+](=O)[O-].C[N+](=O)[O-].C[N+](=O)[O-]. The gap between HOMO and LUMO is 10.96 eV.



x) Computed, not measured: a 7-piece molecular cluster, C7H21N7O14 overall, with ωB97M-V/def2-TZVPD.

Cartesian coordinates (Å):
C1 6.352 3.177 2.829
N1 6.513 3.289 4.277
O1 6.759 4.418 4.718
O2 6.174 2.388 5.003
H1 6.555 2.118 2.668
H2 7.113 3.782 2.335
H3 5.335 3.446 2.546
C2 8.150 -0.168 -4.992
N2 9.590 0.149 -5.207
O3 10.308 -0.056 -4.242
O4 9.953 0.406 -6.379
H4 7.525 0.588 -5.469
H5 7.986 -0.124 -3.916
H6 7.893 -1.164 -5.352
C3 -7.294 -4.183 2.735
N3 -5.868 -4.513 2.292
O5 -5.258 -5.059 3.165
O6 -5.579 -4.269 1.144
H7 -7.956 -4.740 2.073
H8 -7.537 -3.125 2.641
H9 -7.374 -4.560 3.755
C4 -0.143 0.480 -0.566
N4 0.619 0.357 -1.827
O7 1.725 -0.082 -1.793
O8 0.075 0.570 -2.859
H10 0.560 0.167 0.206
H11 -0.923 -0.281 -0.600
H12 -0.307 1.527 -0.312
C5 0.526 -2.256 5.881
N5 -0.713 -1.590 6.216
O9 -1.443 -1.183 5.360
O10 -0.820 -1.245 7.353
H13 1.318 -1.514 5.775
H14 0.359 -2.719 4.908
H15 0.596 -3.025 6.651
C6 -4.266 7.999 0.153
N6 -4.882 7.306 -1.032
O11 -4.439 6.198 -1.198
O12 -5.741 7.862 -1.719
H16 -3.382 7.437 0.452
H17 -5.074 8.050 0.883
H18 -3.957 9.008 -0.119
C7 -3.562 -5.215 -5.427
N7 -4.904 -4.658 -5.567
O13 -5.721 -5.532 -5.773
O14 -5.056 -3.440 -5.425
H19 -2.997 -4.505 -4.823
H20 -3.183 -5.312 -6.445
H21 -3.603 -6.207 -4.978

The total charge is 0. The SMILES is C[N+](=O)[O-].C[N+](=O)[O-].C[N+](=O)[O-].C[N+](=O)[O-].C[N+](=O)[O-].C[N+](=O)[O-].C[N+](=O)[O-]. The gap between HOMO and LUMO is 11.00 eV.



y) Computed, not measured: a 7-piece molecular cluster, C7H21N7O14 overall, with ωB97M-V/def2-TZVPD.

Cartesian coordinates (Å):
C1 1.464 -0.424 -0.624
N1 2.184 -1.368 0.300
O1 1.593 -2.359 0.701
O2 3.414 -1.223 0.375
H1 1.296 0.526 -0.117
H2 0.494 -0.890 -0.798
H3 1.981 -0.338 -1.580
C2 2.609 -1.720 -9.413
N2 3.891 -1.553 -10.224
O3 4.961 -1.339 -9.656
O4 3.758 -1.605 -11.424
H4 1.722 -1.360 -9.935
H5 2.656 -1.133 -8.496
H6 2.554 -2.806 -9.339
C3 -0.990 5.861 6.913
N3 -0.344 4.742 6.062
O5 -1.055 4.355 5.114
O6 0.808 4.324 6.388
H7 -1.530 6.550 6.263
H8 -0.255 6.312 7.579
H9 -1.791 5.434 7.517
C4 -1.837 -9.085 -0.932
N4 -3.044 -9.759 -0.462
O7 -2.852 -10.738 0.263
O8 -4.053 -9.240 -0.877
H10 -1.108 -9.877 -1.108
H11 -1.521 -8.472 -0.089
H12 -2.191 -8.409 -1.710
C5 -2.946 5.541 -3.085
N5 -4.281 5.571 -3.737
O9 -4.368 5.607 -4.913
O10 -5.204 5.627 -2.933
H13 -2.737 6.388 -2.432
H14 -2.162 5.492 -3.841
H15 -2.860 4.647 -2.467
C6 -7.005 1.172 2.096
N6 -6.202 0.298 1.216
O11 -6.456 -0.912 1.229
O12 -5.296 0.722 0.595
H16 -7.549 1.839 1.428
H17 -6.307 1.546 2.844
H18 -7.804 0.691 2.661
C7 8.074 0.608 5.360
N7 8.681 -0.319 6.386
O13 9.467 0.245 7.143
O14 8.494 -1.509 6.374
H19 7.113 0.139 5.152
H20 8.557 0.620 4.383
H21 7.979 1.580 5.846

The total charge is 0. The SMILES is C[N+](=O)[O-].C[N+](=O)[O-].C[N+](=O)[O-].C[N+](=O)[O-].C[N+](=O)[O-].C[N+](=O)[O-].C[N+](=O)[O-]. The gap between HOMO and LUMO is 10.64 eV.



It is w) that is the most stable of them.



w) Computed, not measured: C2H8N3O as an isolated structure, with ωB97M-V/def2-TZVPD.

Cartesian coordinates (Å):
C1 -1.412 -0.328 0.243
C2 1.049 -0.360 0.458
N1 -1.522 1.038 0.012
N2 -2.347 -1.232 0.458
N3 -0.133 -0.896 0.260
O1 1.186 0.868 0.640
H1 2.653 0.399 -2.105
H2 1.859 -1.084 0.671
H3 -2.516 1.373 -0.263
H4 -0.747 1.454 -0.550
H5 -3.223 -1.095 0.904
H6 3.342 0.761 -1.963
H7 -0.364 -1.860 0.512
H8 2.174 0.962 0.724

The total charge is +1. The gap between HOMO and LUMO is 8.75 eV.



x) Computed, not measured: a 2-piece molecular cluster, C2H8N3O overall, with ωB97M-V/def2-TZVPD.

Cartesian coordinates (Å):
C1 -1.169 1.198 -0.567
N1 -1.749 2.413 -0.345
O1 -0.055 0.830 -0.210
H1 -1.956 0.433 -0.772
H2 -2.098 2.994 -1.155
H3 -1.830 2.716 0.654
N2 1.075 -1.181 1.461
C2 1.404 -1.695 0.285
N3 1.231 -1.055 -0.942
H4 0.968 -0.146 1.624
H5 1.105 -1.838 2.236
H6 1.448 -2.693 0.331
H7 1.183 -1.706 -1.783
H8 0.443 -0.269 -0.817

The total charge is +1. The gap between HOMO and LUMO is 10.69 eV.



It is x) that is the most stable of them.